A) The following is a DFT calculation (ωB97M-V/def2-TZVPD) of a 2-piece molecular cluster, C4H10N2P overall.

XYZ file:
```
17
C4H10N2P | the Open Molecules 2025 dataset | ωB97M-V/def2-TZVPD
C 1.05738 -1.24330 -0.13156
C -0.07818 1.25843 -0.16895
C 1.39348 1.11356 0.21670
C -0.88632 0.08370 0.30439
N 1.85584 -0.20666 -0.17722
N -0.22006 -1.13906 0.17922
P -2.69994 0.12647 -0.03886
H 1.45363 -2.22263 -0.36795
H -0.48552 2.18570 0.23113
H -0.16031 1.31341 -1.26047
H 1.99653 1.86927 -0.28260
H 1.51562 1.22415 1.29855
H -1.13564 0.34946 2.13447
H 2.82279 -0.32345 -0.44728
H -0.78046 -1.97870 0.27358
H -2.93234 -1.13868 0.50850
H -2.60459 -0.39846 -1.33921
```

Calculated values
E_LUMO ... -0.1624 Eh
HOMO-LUMO gap ... 0.3271 hartree
Charge ... +1

Atom charges from the Mulliken analysis, given in e for atoms 1 to 4: -0.11 -0.67 -0.59 -0.34


B) The following is a DFT calculation (ωB97M-V/def2-TZVPD) of an isolated ion of composition C4H10N2P and charge +1.

XYZ file:
```
17
C4H10N2P | the Open Molecules 2025 dataset | ωB97M-V/def2-TZVPD
P 2.65586 -0.08201 -0.21104
C 0.86987 0.04302 0.30496
C 0.12478 -1.21349 -0.10441
C -1.41692 -1.13850 0.15598
N -1.84225 0.23571 -0.05659
C -1.05815 1.23347 -0.25721
N 0.22604 1.20011 -0.11629
H 3.11796 0.56572 0.98098
H 2.85324 1.25926 -0.91728
H 0.95994 0.05200 1.57980
H 0.43803 -2.07656 0.47983
H 0.23381 -1.39769 -1.16995
H -1.85941 -1.80807 -0.57280
H -1.70519 -1.46733 1.19765
H -2.89688 0.33270 -0.20081
H -1.48649 2.18200 -0.59421
H 0.78576 2.07965 -0.49860
```

Calculated values
SMILES ... P[C@@H]1CCNC=[NH+]1
E_LUMO ... -0.1212 Eh
HOMO-LUMO gap ... 0.3777 hartree
Charge ... +1

Atom charges from the Mulliken analysis, given in e for atoms 1 to 4: -0.10 -0.15 -0.89 -0.50


Most stable to least stable, the ends of the list are B) and A).


A) The following is a DFT calculation (ωB97M-V/def2-TZVPD) of a 2-piece molecular cluster, C4H7N3O overall.

XYZ file:
```
15
C4H7N3O | the Open Molecules 2025 dataset | ωB97M-V/def2-TZVPD
C -1.22006 2.51370 -0.70565
C -0.45468 1.91019 0.19426
C -0.38503 0.41535 0.35484
N -0.60259 -0.30805 -0.68095
N -0.60020 -1.73035 -0.71425
H -1.73155 1.99271 -1.52225
H -1.47363 3.62170 -0.69759
H 0.05804 2.45226 0.99701
H -0.11907 0.13921 1.34416
H -0.91433 -1.95463 -1.69645
H -0.74562 -2.17443 0.18146
N 1.79568 -2.30990 0.60367
C 2.33355 -1.31138 0.85791
O 3.06194 -0.53604 1.23748
H 0.99756 -2.72033 0.24635
```

Calculated values
SMILES ... C=C/C=N/N.N=C=O
E_LUMO ... 0.0294 Eh
HOMO-LUMO gap ... 0.3527 hartree
Charge ... 0

Atom charges from the Mulliken analysis, given in e for atoms 1 to 4: -0.62 -0.26 -0.06 -0.30


B) The following is a DFT calculation (ωB97M-V/def2-TZVPD) of one molecule with the formula C4H7N3O.

XYZ file:
```
15
C4H7N3O | the Open Molecules 2025 dataset | ωB97M-V/def2-TZVPD
O -2.70304 0.17865 -0.13865
C -1.59497 -0.08085 0.14151
N -0.89892 -1.30748 -0.06633
N 0.50240 -1.46513 0.29987
C 1.44426 -0.36797 -0.21134
C 0.49636 0.66040 -0.48391
N 0.22276 2.03973 0.14987
C -0.35530 0.83485 0.63151
H -1.23921 -1.91858 -0.86263
H 0.45378 -1.54384 1.38026
H 1.94993 -0.78689 -1.09892
H 2.05313 -0.11726 0.57201
H 0.02273 0.69464 -1.45578
H -0.27715 2.66120 -0.44822
H -0.07673 0.51854 1.59075
```

Calculated values
SMILES ... O=C1NNC[C@@H]2N[C@@H]12
E_LUMO ... 0.0331 Eh
HOMO-LUMO gap ... 0.3691 hartree
Charge ... 0

Atom charges from the Mulliken analysis, given in e for atoms 1 to 4: -0.53 0.36 -0.22 -0.54


C) The following is a DFT calculation (ωB97M-V/def2-TZVPD) of one molecule with the formula C4H7N3O.

XYZ file:
```
15
C4H7N3O | the Open Molecules 2025 dataset | ωB97M-V/def2-TZVPD
H 2.94096 1.39294 -1.09810
N 2.49000 0.92811 -0.28075
C 1.27375 0.34837 -0.23934
N 0.24585 0.39205 -1.34830
O -0.76828 -0.62349 -1.32126
C -1.69318 -0.26643 -0.08339
C -0.74704 0.25289 0.97622
N 0.32716 -0.39126 1.91420
C 0.62446 -0.54276 0.58429
H 0.79164 0.10673 -2.17663
H -2.24335 0.72767 -0.60399
H -2.55582 -1.19489 0.10715
H -0.90451 1.35913 1.14147
H 0.00352 -1.14783 2.42495
H 0.21484 -1.34123 0.00348
```

Calculated values
SMILES ... [H]/N=C1\NOC[C@H]2N[C@H]12
E_LUMO ... 0.0319 Eh
HOMO-LUMO gap ... 0.3621 hartree
Charge ... 0

Atom charges from the Mulliken analysis, given in e for atoms 1 to 4: 0.22 -0.69 0.01 -0.32


Most stable to least stable, the ends of the list are A) and C).


A) The following is a DFT calculation (ωB97M-V/def2-TZVPD) of one molecule with the formula C4H7N3O.

XYZ file:
```
15
C4H7N3O | the Open Molecules 2025 dataset | ωB97M-V/def2-TZVPD
C 2.01074 2.38993 0.02369
C 1.29997 1.36120 -0.22451
C 0.77488 0.09214 -0.03898
N -0.48732 -0.39247 -0.00385
O -1.28311 0.77810 -0.02841
C -2.54218 0.27407 -0.04771
N 1.69867 -0.91245 0.02304
N 1.19603 -2.20743 -0.01830
H 2.38623 3.39177 0.40629
H -3.36128 1.12108 -0.28441
H -2.67767 0.14405 1.09589
H -2.65159 -0.70846 -0.70963
H 2.58628 -0.79393 -0.36486
H 0.59657 -2.34911 0.89584
H 0.45380 -2.18849 -0.72410
```

Calculated values
SMILES ... C#C/C(=N\OC)NN
E_LUMO ... 0.0080 Eh
HOMO-LUMO gap ... 0.3148 hartree
Charge ... 0

Atom charges from the Mulliken analysis, given in e for atoms 1 to 4: -0.19 -0.29 0.60 -0.49


B) The following is a DFT calculation (ωB97M-V/def2-TZVPD) of a 2-piece molecular cluster, C4H7N3O overall.

XYZ file:
```
15
C4H7N3O | the Open Molecules 2025 dataset | ωB97M-V/def2-TZVPD
H 2.49319 -2.14598 -1.21940
N 1.47272 -2.06637 -1.39196
N 0.92002 -1.17311 -0.79051
C -0.37040 -0.93932 -0.26451
C -1.28435 -0.45796 -1.39151
O -0.75008 -1.25428 0.84329
H -0.91326 0.49421 -1.76642
H -1.28639 -1.17505 -2.20941
H -2.29006 -0.34836 -0.99362
C 0.17277 1.49877 1.98744
C 0.54273 1.42142 0.59365
N 1.08432 1.62755 -0.41181
H -0.24250 0.53383 2.28269
H 1.04415 1.72423 2.60011
H -0.59286 2.26042 2.13197
```

Calculated values
SMILES ... [H]/N=N/C(C)=O.CC#N
E_LUMO ... 0.0094 Eh
HOMO-LUMO gap ... 0.3252 hartree
Charge ... 0

Atom charges from the Mulliken analysis, given in e for atoms 1 to 4: 0.25 -0.79 0.53 0.51


Most stable to least stable, the ends of the list are B) and A).